{"formula": "C12H14N2O", "method": "wB97M-V/def2-TZVPD", "species": ["O", "N", "N", "C", "C", "C", "C", "C", "C", "C", "C", "C", "C", "C", "C", "H", "H", "H", "H", "H", "H", "H", "H", "H", "H", "H", "H", "H", "H"], "xyz": [[0.824, -1.370, -3.000], [-1.687, -2.037, -0.451], [-0.557, -2.244, 0.345], [-0.173, -0.971, 0.886], [-0.473, 3.418, 1.154], [-0.063, -1.944, -1.982], [-1.150, -1.025, -1.398], [0.913, -0.716, -0.120], [-0.496, 1.090, 2.175], [2.380, -0.194, -0.101], [-0.419, -0.017, -0.466], [-0.488, -0.268, 2.045], [-0.753, 1.328, -0.153], [-0.529, 1.927, 1.049], [0.590, -2.092, -0.618], [-1.433, 3.876, 1.530], [-0.407, -2.858, -2.430], [1.479, -0.786, -2.497], [-0.431, 3.973, 0.078], [2.830, -0.380, -1.101], [-0.755, 1.514, 3.152], [-2.510, -1.673, 0.227], [2.900, -0.838, 0.437], [2.442, 0.861, 0.372], [-0.904, -0.928, 2.761], [-2.041, -0.538, -1.937], [-0.909, 2.030, -0.944], [1.335, -2.797, -0.634], [0.484, 3.660, 1.620]], "forces_ev_per_a": [[0.6, 0.8, 2.4], [-3.6, 0.6, 0.9], [1.4, -1.0, 1.7], [1.2, 2.1, -1.6], [-0.9, 1.7, -2.7], [0.6, 1.7, -1.2], [-2.5, 1.5, -0.1], [0.4, 0.9, 0.1], [-0.3, -1.0, 1.5], [-3.6, 3.2, -1.6], [0.7, -1.7, -0.4], [-0.6, 0.2, 1.1], [1.4, 1.1, -0.4], [-0.2, -0.1, -1.4], [-1.4, 0.3, -1.5], [1.3, -0.4, 0.6], [-0.5, -0.3, 0.1], [-1.4, -1.0, -1.2], [0.1, -1.7, 2.2], [-0.4, 1.1, 0.3], [0.2, -0.1, -0.3], [2.5, -0.8, -2.2], [2.4, -2.8, 3.1], [0.1, -1.7, -1.3], [-0.2, -0.2, 1.4], [1.7, -0.9, 0.2], [-0.5, 0.0, -0.7], [1.7, -1.9, 0.6], [-0.5, 0.6, 0.5]], "homo_ha": -0.2999, "total_charge": 0, "relative_energy_kcal_mol": 150.4, "gap_ev": 8.86, "lumo_ha": 0.026, "max_force_ev_per_a": 5.0}

{"formula": "C31H57N2O5P3SiTi", "method": "wB97M-V/def2-TZVPD", "species": ["Ti", "P", "P", "P", "Si", "O", "O", "O", "O", "O", "N", "N", "C", "C", "C", "C", "C", "C", "C", "C", "C", "C", "C", "C", "C", "C", "C", "C", "C", "C", "C", "C", "C", "C", "C", "C", "C", "C", "C", "C", "C", "C", "C", "H", "H", "H", "H", "H", "H", "H", "H", "H", "H", "H", "H", "H", "H", "H", "H", "H", "H", "H", "H", "H", "H", "H", "H", "H", "H", "H", "H", "H", "H", "H", "H", "H", "H", "H", "H", "H", "H", "H", "H", "H", "H", "H", "H", "H", "H", "H", "H", "H", "H", "H", "H", "H", "H", "H", "H", "H"], "xyz": [[0.094, -0.788, -0.609], [-1.436, 1.216, 1.644], [-2.145, -2.398, -0.276], [0.429, -2.320, 1.564], [-0.131, -2.417, -3.653], [-0.930, 0.243, 0.528], [-2.738, 0.828, 2.208], [-1.362, 2.657, 1.012], [-0.210, 1.195, 2.647], [1.813, -1.187, -0.898], [-0.462, -1.107, -2.519], [0.262, 0.929, -1.887], [0.601, 2.217, -2.055], [-1.208, -2.514, 2.355], [0.362, 2.841, -3.263], [1.520, -1.871, 2.945], [3.014, 0.561, 0.928], [-2.866, -3.719, -1.303], [5.665, 1.264, 0.488], [-3.547, -1.246, -0.221], [1.200, 1.857, 4.424], [0.367, -3.917, -2.665], [-0.266, 0.201, -2.894], [3.101, -1.008, -0.990], [3.623, 1.504, 1.735], [-2.167, -3.199, 1.381], [-1.571, -2.825, -4.758], [-1.035, 2.936, 4.212], [-0.228, 2.119, -4.299], [-2.451, 3.378, 0.317], [-0.552, 0.792, -4.130], [5.065, 0.318, -0.320], [3.846, -1.809, -2.006], [-3.071, 2.477, -0.737], [-3.480, 3.850, 1.329], [1.291, 2.914, -0.926], [1.300, -1.893, -4.734], [4.948, 1.862, 1.520], [0.933, -4.034, 1.209], [-0.257, 1.638, 4.066], [3.722, -0.050, -0.118], [-1.750, 4.556, -0.330], [-0.864, 0.531, 4.914], [-0.859, 3.337, 5.212], [0.961, -1.389, -5.640], [-3.188, -3.211, 1.769], [0.787, -4.654, 2.095], [-2.105, 2.777, 4.093], [1.575, 2.786, 3.990], [0.780, -4.678, -3.332], [-3.710, 3.074, -1.390], [5.421, 2.603, 2.151], [-3.773, -4.068, -0.804], [1.818, 1.031, 4.071], [-3.031, 4.546, 2.037], [-1.868, -4.239, 1.229], [-1.215, -3.426, -5.599], [-0.699, 3.671, 3.481], [-0.469, -4.374, -2.136], [-1.860, 0.274, 4.563], [-2.294, 2.014, -1.350], [-3.469, -0.594, 0.649], [1.977, 0.300, 1.124], [3.215, -2.597, -2.404], [4.743, -2.258, -1.575], [-2.491, 5.227, -0.765], [-3.139, -3.316, -2.276], [-3.556, -0.634, -1.124], [5.633, -0.131, -1.123], [-2.023, -1.920, -5.171], [2.543, -1.729, 2.595], [3.058, 1.968, 2.535], [-4.284, 4.368, 0.803], [-2.196, -4.564, -1.444], [0.640, 3.878, -3.392], [1.174, -0.936, 3.385], [1.502, -2.661, 3.697], [-1.080, 4.222, -1.124], [-1.108, -3.085, 3.282], [-0.429, 2.605, -5.246], [0.372, -4.452, 0.374], [6.696, 1.541, 0.313], [-3.681, 1.699, -0.279], [-2.355, -3.394, -4.262], [1.983, -1.215, -4.216], [-1.173, 5.111, 0.410], [-1.575, -1.518, 2.618], [-3.906, 3.009, 1.871], [4.169, -1.186, -2.846], [1.131, -3.665, -1.930], [0.834, 2.665, 0.033], [-0.235, -0.363, 4.903], [1.303, 1.922, 5.508], [-0.937, 0.875, 5.947], [1.990, -4.048, 0.939], [1.870, -2.772, -5.044], [-4.474, -1.821, -0.170], [-1.017, 0.211, -4.914], [2.338, 2.609, -0.895], [1.255, 3.994, -1.062]], "forces_ev_per_a": [[-1.3, -1.2, -0.4], [0.0, -0.2, -0.3], [0.2, 0.0, 0.2], [-0.2, 0.2, -0.1], [0.0, 0.2, 0.2], [-0.4, 0.9, 0.8], [0.0, 0.0, 0.1], [-0.1, 0.3, 0.1], [0.0, 0.1, 0.3], [2.2, 0.0, -0.3], [-0.2, 0.2, -0.2], [0.2, 0.1, -0.1], [0.0, 0.0, 0.1], [0.0, 0.0, 0.0], [0.0, 0.0, 0.0], [0.0, 0.0, 0.0], [-0.1, 0.0, 0.0], [0.0, 0.0, 0.0], [0.0, 0.0, 0.0], [0.0, 0.0, 0.0], [0.1, 0.0, 0.1], [0.0, -0.1, 0.1], [-0.1, -0.1, -0.1], [-0.8, -0.2, 0.1], [0.0, 0.0, 0.0], [0.0, 0.0, 0.0], [-0.1, 0.0, -0.1], [0.0, 0.0, -0.1], [0.0, 0.0, 0.0], [0.1, -0.1, 0.0], [0.0, 0.0, 0.0], [0.0, 0.0, 0.1], [0.1, 0.1, 0.0], [0.0, 0.0, 0.0], [0.0, -0.1, 0.0], [0.0, 0.0, 0.1], [0.1, 0.0, -0.1], [0.0, -0.1, -0.1], [0.1, 0.0, 0.0], [0.1, 0.0, -0.2], [0.2, 0.1, 0.0], [0.0, 0.0, -0.1], [0.1, 0.0, -0.1], [0.0, 0.0, 0.0], [0.0, 0.0, 0.0], [0.0, 0.0, 0.0], [0.0, 0.0, 0.0], [-0.1, 0.0, -0.1], [0.0, 0.0, 0.0], [0.0, 0.0, 0.0], [0.0, 0.0, 0.0], [0.0, 0.0, 0.0], [0.0, 0.0, 0.0], [0.0, 0.0, 0.1], [0.0, 0.0, 0.0], [0.0, 0.0, 0.0], [0.0, 0.0, 0.0], [0.0, 0.0, 0.0], [0.1, 0.0, -0.1], [-0.1, 0.0, 0.0], [0.0, 0.0, 0.0], [0.0, 0.0, 0.0], [0.1, 0.0, 0.0], [-0.1, 0.0, 0.0], [0.0, 0.0, 0.0], [0.0, 0.0, 0.0], [0.0, 0.0, 0.0], [0.0, 0.0, 0.0], [0.0, 0.0, 0.0], [0.0, 0.0, 0.0], [0.0, 0.0, 0.0], [0.1, 0.0, -0.1], [0.0, 0.0, 0.0], [-0.1, 0.0, 0.1], [0.0, 0.0, 0.0], [0.0, -0.1, -0.1], [0.0, 0.0, 0.0], [-0.1, 0.0, 0.0], [0.0, 0.0, 0.0], [0.0, 0.0, 0.0], [0.0, 0.0, 0.0], [0.0, 0.0, 0.0], [0.0, 0.0, 0.0], [0.0, 0.0, 0.0], [0.0, 0.0, 0.0], [0.0, 0.0, 0.0], [0.0, 0.0, 0.0], [0.0, 0.0, 0.0], [0.0, 0.0, 0.0], [0.1, 0.0, 0.1], [0.0, 0.0, -0.1], [-0.1, 0.0, 0.0], [0.0, 0.0, 0.0], [0.0, 0.0, 0.0], [0.0, 0.0, 0.0], [0.0, 0.0, 0.0], [0.0, 0.0, 0.0], [0.0, 0.0, 0.0], [0.0, 0.0, 0.0], [0.0, 0.0, 0.0]], "homo_ha": [-0.3309, -0.3891], "total_charge": 1, "relative_energy_kcal_mol": 28.4, "s_squared": 0.7802, "gap_ev": [5.94, 7.51], "lumo_ha": [-0.113, -0.113], "max_force_ev_per_a": 2.2, "multiplicity": 2}

{"formula": "C44H39ClF5IN5OSY", "method": "wB97M-V/def2-TZVPD", "species": ["I", "Y", "Cl", "S", "F", "F", "F", "F", "F", "O", "N", "N", "N", "N", "N", "C", "C", "C", "C", "C", "C", "C", "C", "C", "C", "C", "C", "C", "C", "C", "C", "C", "C", "C", "C", "C", "C", "C", "C", "C", "C", "C", "C", "C", "C", "C", "C", "C", "C", "C", "C", "C", "C", "C", "C", "C", "C", "C", "C", "H", "H", "H", "H", "H", "H", "H", "H", "H", "H", "H", "H", "H", "H", "H", "H", "H", "H", "H", "H", "H", "H", "H", "H", "H", "H", "H", "H", "H", "H", "H", "H", "H", "H", "H", "H", "H", "H", "H"], "xyz": [[-3.923, 3.052, 2.333], [-1.977, 1.490, 0.263], [1.047, -5.135, -3.005], [-0.591, -0.169, -1.609], [-3.184, -0.064, -6.880], [-3.172, 1.099, -2.271], [-4.415, 1.065, -4.701], [-0.663, -1.078, -6.621], [0.570, -1.107, -4.201], [5.161, 0.794, 0.621], [0.568, 1.553, 0.647], [-3.849, -0.004, 0.652], [2.403, 0.473, 0.188], [-1.594, 0.456, 2.265], [2.650, 1.746, -0.110], [-3.887, -3.468, -1.697], [-5.098, -1.678, -0.640], [1.156, 0.362, 0.644], [3.354, -3.819, -2.540], [-3.196, 0.525, -4.586], [-3.925, -2.186, -1.185], [-6.236, -2.472, -0.624], [1.543, 2.373, 0.181], [-5.021, -4.260, -1.673], [-0.712, 0.446, 3.270], [-2.598, 7.367, 0.414], [-0.661, -0.587, -4.311], [4.349, -3.334, -1.715], [-0.801, 5.240, -2.014], [-2.187, -1.142, 3.775], [5.398, -3.018, 0.555], [4.309, -3.540, -0.340], [-2.397, 4.895, 0.257], [3.219, -1.625, 2.805], [-1.273, 6.347, -1.371], [-2.530, -0.518, 2.563], [-3.672, 6.006, 2.047], [-1.122, 3.954, -1.543], [-2.564, -0.036, -5.692], [2.300, -4.529, -1.988], [-1.029, -0.525, 4.218], [-5.098, -0.288, -0.051], [-3.214, 4.883, 1.414], [-1.902, 3.722, -0.414], [5.505, -0.760, 3.289], [-1.295, -0.066, -3.165], [3.252, -4.271, 0.186], [-1.282, -0.571, -5.548], [-3.365, 7.272, 1.540], [4.228, -0.524, 2.465], [3.626, 0.823, 2.907], [-3.645, -0.709, 1.726], [3.369, -0.570, -0.002], [5.653, -1.507, 0.466], [2.247, -4.762, -0.625], [-2.092, 6.214, -0.229], [4.596, -0.467, 0.934], [-6.194, -3.756, -1.140], [-2.556, 0.515, -3.361], [-3.763, 8.145, 2.036], [-1.024, 7.339, -1.726], [5.857, -1.252, -0.576], [3.084, -1.670, 3.883], [-7.156, -2.087, -0.204], [2.247, -1.427, 2.366], [2.878, -1.532, 0.126], [-4.987, -5.266, -2.067], [-2.964, -3.848, -2.106], [0.708, -0.564, 0.953], [1.426, -5.313, -0.199], [6.337, -3.498, 0.260], [-0.717, 3.119, -2.119], [1.419, 3.433, 0.072], [-2.379, 8.335, -0.015], [-5.222, 0.454, -0.849], [5.923, 0.949, 1.189], [0.114, 1.138, 3.293], [3.213, -4.470, 1.248], [5.276, -0.722, 4.351], [-7.079, -4.373, -1.115], [6.575, -1.302, 1.015], [-0.162, 5.341, -2.881], [5.173, -2.788, -2.150], [-3.031, -1.574, -1.189], [3.700, 0.933, 3.985], [3.382, -3.643, -3.602], [-2.731, -1.932, 4.255], [4.140, 1.656, 2.435], [-0.479, -0.740, 5.111], [-4.284, 5.912, 2.931], [3.739, -0.481, -1.027], [6.254, 0.005, 3.088], [3.550, -2.600, 2.469], [-4.376, -1.461, 2.029], [5.943, -1.734, 3.085], [-5.944, -0.178, 0.642], [5.201, -3.321, 1.584], [2.574, 0.891, 2.646]], "forces_ev_per_a": [[0.5, 0.7, -0.7], [0.7, -1.1, -0.9], [-0.2, -0.1, -0.2], [0.3, 0.2, 0.7], [0.2, 0.1, 0.3], [0.2, -0.3, -0.6], [0.2, -0.1, -0.1], [-0.1, 0.0, 0.1], [-0.3, 0.0, -0.1], [0.2, 0.2, -0.1], [-0.3, -0.3, 0.3], [0.2, 0.0, 0.5], [-1.1, -0.1, 0.4], [-0.1, -0.2, 0.2], [0.7, 0.9, -0.4], [0.1, 0.0, 0.0], [0.0, 0.0, 0.0], [0.1, 0.2, 0.0], [-0.1, 0.0, 0.0], [-0.1, 0.1, 0.0], [0.1, 0.1, 0.0], [0.1, 0.1, 0.0], [-0.1, -0.2, 0.0], [0.0, -0.1, 0.0], [0.2, 0.0, 0.2], [-0.1, 0.1, 0.1], [-0.4, 0.3, 0.4], [0.0, 0.0, 0.1], [0.1, 0.2, 0.0], [-0.4, 0.1, -0.5], [0.1, 0.1, 0.0], [0.0, -0.2, 0.1], [0.2, 0.2, -0.3], [0.2, 0.1, -0.1], [0.1, -0.2, -0.2], [0.4, -0.1, 0.5], [0.0, -0.5, 0.1], [-0.3, -0.4, 0.4], [0.1, 0.0, 0.2], [0.1, 0.1, 0.2], [0.2, 0.1, 0.0], [-0.2, 0.1, -0.2], [-0.5, -0.3, 0.6], [-0.1, 1.0, 0.0], [-0.2, 0.0, -0.2], [-0.7, 0.0, -0.9], [0.1, 0.1, 0.0], [-0.2, 0.1, -0.1], [0.1, 0.1, -0.3], [0.1, 0.1, 0.1], [0.1, 0.0, -0.1], [-0.4, 0.2, -0.4], [0.9, -0.1, 0.0], [-0.2, 0.0, 0.1], [-0.1, 0.0, -0.1], [-0.1, -0.3, 0.2], [-0.1, -0.4, 0.0], [-0.1, -0.1, 0.0], [0.5, -0.1, 0.3], [0.0, 0.1, 0.0], [0.0, 0.0, 0.0], [0.0, 0.0, 0.0], [0.0, 0.0, 0.1], [-0.1, 0.0, 0.1], [-0.2, 0.0, 0.0], [-0.1, 0.1, -0.1], [0.0, -0.1, 0.0], [0.1, -0.1, -0.1], [-0.1, -0.1, 0.0], [-0.1, -0.1, 0.0], [0.0, 0.0, 0.1], [0.0, -0.1, 0.1], [0.0, 0.2, -0.1], [0.1, 0.1, 0.0], [0.0, -0.1, 0.2], [0.1, -0.1, 0.0], [0.1, 0.1, -0.1], [0.0, 0.0, 0.1], [-0.1, 0.1, 0.1], [-0.1, -0.1, 0.0], [0.0, 0.1, -0.1], [0.0, 0.0, -0.1], [0.1, 0.1, -0.1], [0.1, -0.1, 0.0], [0.0, -0.1, 0.2], [0.0, 0.0, -0.1], [-0.1, -0.2, 0.1], [0.0, 0.1, 0.1], [0.1, 0.0, 0.2], [-0.1, 0.0, 0.0], [-0.1, -0.1, 0.1], [0.2, 0.1, 0.0], [0.0, -0.2, 0.0], [0.0, -0.1, 0.0], [0.1, -0.1, 0.0], [0.1, 0.0, -0.2], [0.1, 0.0, 0.0], [-0.1, 0.1, 0.0]], "homo_ha": -0.2841, "total_charge": 0, "relative_energy_kcal_mol": 18.4, "gap_ev": 7.85, "lumo_ha": 0.004, "max_force_ev_per_a": 1.6}

{"formula": "C22H41N5O3RuS2Si", "method": "wB97M-V/def2-TZVPD", "species": ["Ru", "S", "S", "Si", "O", "O", "O", "N", "N", "N", "N", "N", "C", "C", "C", "C", "C", "C", "C", "C", "C", "C", "C", "C", "C", "C", "C", "C", "C", "C", "C", "C", "C", "C", "H", "H", "H", "H", "H", "H", "H", "H", "H", "H", "H", "H", "H", "H", "H", "H", "H", "H", "H", "H", "H", "H", "H", "H", "H", "H", "H", "H", "H", "H", "H", "H", "H", "H", "H", "H", "H", "H", "H", "H", "H"], "xyz": [[-0.336, 0.190, 0.107], [-2.148, 1.940, 0.698], [1.922, 0.207, 0.443], [4.113, -0.030, 3.233], [0.079, 1.921, -1.611], [-0.516, -2.434, -2.188], [0.097, 0.457, -5.900], [0.158, 1.196, -3.775], [-0.573, -1.803, 0.490], [-0.330, -0.214, -1.945], [0.094, 0.378, 2.139], [-1.913, -1.503, 0.833], [-4.283, -1.640, 0.993], [4.484, -1.680, 2.444], [-3.027, 2.327, -0.826], [2.344, -1.537, -4.045], [4.837, 1.384, 2.256], [-0.560, 0.444, 3.307], [2.217, 0.173, 3.282], [1.435, 0.252, 2.126], [-0.200, -1.223, -4.216], [-1.467, -1.791, -4.884], [-2.873, -3.537, 1.849], [-1.136, 3.423, 0.873], [4.708, 0.020, 5.001], [-3.084, -3.137, -0.617], [-2.737, -1.042, -4.499], [1.508, 0.243, 4.475], [0.118, 0.380, 4.502], [1.035, -2.059, -4.621], [-0.361, -1.330, -2.708], [0.019, 0.192, -4.730], [-0.024, 1.003, -2.438], [-3.039, -2.485, 0.754], [3.172, -2.177, -4.345], [-3.594, 1.442, -1.109], [-2.309, 2.576, -1.603], [4.122, -1.721, 1.415], [-1.541, -2.841, -4.600], [-2.787, -3.071, 2.834], [-1.889, -1.154, 1.786], [-2.934, -1.114, -3.426], [-2.674, 0.016, -4.765], [2.041, 0.190, 5.417], [-4.233, -1.116, 1.951], [-3.736, -4.202, 1.872], [0.358, 2.132, -4.100], [4.519, 2.347, 2.660], [-1.788, 4.294, 0.841], [-3.600, -1.455, -5.019], [-0.651, 3.375, 1.846], [-3.711, 3.155, -0.653], [4.550, 1.349, 1.204], [-0.422, 0.443, 5.435], [1.072, -2.071, -5.711], [5.927, 1.349, 2.304], [-4.404, -0.903, 0.199], [2.569, -0.528, -4.398], [-3.197, -2.391, -1.404], [-0.394, 3.468, 0.079], [-0.541, -2.270, -0.442], [4.021, -2.497, 3.002], [-5.165, -2.279, 1.011], [-0.040, -2.312, 1.195], [5.560, -1.860, 2.424], [-3.936, -3.815, -0.659], [-1.635, 0.578, 3.259], [5.798, -0.027, 5.018], [4.417, 0.945, 5.503], [0.850, -3.078, -4.280], [-1.988, -4.153, 1.675], [2.324, -1.521, -2.951], [-2.188, -3.719, -0.828], [-1.312, -1.743, -5.962], [4.338, -0.822, 5.589]], "forces_ev_per_a": [[0.2, -0.8, 0.0], [0.0, -0.1, -0.3], [0.0, -0.1, -0.1], [0.0, 0.0, 0.0], [0.0, 0.2, 0.0], [0.0, 0.0, 0.0], [0.0, 0.0, 0.0], [0.0, 0.0, 0.0], [-0.1, 0.0, 0.1], [-0.2, 0.2, 0.0], [0.1, 0.1, 0.1], [-0.4, 0.5, 0.2], [0.0, 0.0, 0.0], [0.0, 0.0, 0.0], [0.0, 0.0, 0.0], [0.0, 0.0, 0.0], [0.0, 0.0, 0.0], [0.0, 0.0, 0.0], [0.0, 0.0, 0.0], [0.1, 0.0, 0.0], [0.0, 0.0, 0.0], [0.0, 0.0, 0.0], [0.0, 0.0, 0.0], [0.0, 0.0, 0.0], [0.0, 0.0, 0.0], [0.0, 0.0, 0.0], [0.0, 0.0, 0.0], [0.0, 0.0, 0.0], [0.0, 0.0, 0.0], [0.0, 0.0, 0.0], [0.0, -0.1, 0.1], [0.0, 0.0, 0.0], [0.0, 0.2, 0.1], [0.3, -0.3, -0.1], [0.0, 0.0, 0.0], [0.0, 0.0, 0.0], [0.0, 0.0, 0.0], [0.0, 0.0, 0.0], [0.0, 0.0, 0.0], [0.0, 0.0, 0.0], [0.0, 0.0, 0.0], [0.0, 0.0, 0.0], [0.0, 0.0, 0.0], [0.0, 0.0, 0.0], [0.0, 0.0, 0.0], [0.0, 0.0, 0.0], [0.0, 0.0, 0.0], [0.0, 0.0, 0.0], [0.0, 0.0, 0.0], [0.0, 0.0, 0.0], [0.0, 0.0, 0.0], [0.0, 0.0, 0.0], [0.0, 0.0, 0.0], [0.0, 0.0, 0.0], [0.0, 0.0, 0.0], [0.0, 0.0, 0.0], [0.0, 0.0, 0.0], [0.0, 0.0, 0.0], [0.0, 0.0, 0.0], [0.0, 0.0, 0.0], [0.0, 0.0, 0.0], [0.0, 0.0, 0.0], [0.0, 0.0, 0.0], [0.0, 0.1, 0.0], [0.0, 0.0, 0.0], [0.0, 0.0, 0.0], [0.0, 0.0, 0.0], [0.0, 0.0, 0.0], [0.0, 0.0, 0.0], [0.0, 0.0, 0.0], [0.0, 0.0, 0.0], [0.0, 0.0, 0.0], [0.0, 0.0, 0.0], [0.0, 0.0, 0.0], [0.0, 0.0, 0.0]], "homo_ha": [-0.3994, -0.4158], "total_charge": 1, "relative_energy_kcal_mol": 0.0, "s_squared": 0.7569, "gap_ev": [7.66, 7.80], "lumo_ha": [-0.118, -0.129], "max_force_ev_per_a": 0.9, "multiplicity": 2}